[1]
{
  "formula": "C25H28N2O7S",
  "method": "the ωB97M-V functional and the def2-TZVPD basis",
  "total_charge": 0,
  "homo_lumo_gap_ev": 8.78,
  "energy_ha": -2003.7869,
  "e_above_lowest_kj_mol": 33.4,
  "e_homo_ev": -8.26,
  "elements": ["C", "H", "O", "C", "C", "C", "C", "C", "C", "H", "H", "O", "C", "H", "H", "H", "N", "S", "O", "O", "C", "C", "C", "C", "C", "C", "H", "O", "C", "H", "H", "H", "O", "C", "H", "H", "H", "H", "H", "C", "C", "O", "N", "H", "C", "C", "C", "C", "C", "C", "C", "H", "H", "H", "H", "H", "H", "H", "H", "H", "H", "H", "H"],
  "positions_angstrom": [[-0.3099, -4.6121, 1.3487], [0.5020, -4.8834, 0.6672], [-1.4700, -4.2361, 0.6417], [-1.4159, -3.1177, -0.1322], [-0.2878, -2.3236, -0.2989], [-0.3387, -1.1692, -1.0675], [-1.5359, -0.7879, -1.6942], [-2.6462, -1.6130, -1.5593], [-2.5917, -2.7570, -0.7863], [-3.4623, -3.3830, -0.6723], [-3.5782, -1.3550, -2.0353], [-1.5270, 0.3952, -2.3786], [-2.7243, 0.8382, -2.9713], [-3.0707, 0.1462, -3.7453], [-2.4833, 1.7969, -3.4267], [-3.5114, 0.9828, -2.2253], [0.8289, -0.3808, -1.1031], [1.0353, 0.5292, 0.3093], [1.1918, -0.4126, 1.3812], [2.0843, 1.4685, 0.0700], [-0.5339, 1.3549, 0.4612], [-0.7419, 2.5684, -0.1562], [-2.0211, 3.0894, -0.1584], [-3.0945, 2.4077, 0.4159], [-2.8663, 1.1559, 1.0306], [-1.5710, 0.6559, 1.0482], [-1.3356, -0.2869, 1.5108], [-3.9296, 0.4772, 1.5548], [-3.6942, -0.7639, 2.1818], [-3.0177, -0.6600, 3.0346], [-3.2896, -1.4979, 1.4781], [-4.6705, -1.0952, 2.5327], [-4.2873, 3.0421, 0.2840], [-5.4180, 2.6574, 1.0388], [-6.1603, 3.4319, 0.8470], [-5.1948, 2.6238, 2.1066], [-5.8094, 1.6894, 0.7212], [-2.2342, 4.0400, -0.6204], [0.0873, 3.0890, -0.6053], [1.2420, 0.2785, -2.3211], [2.7678, 0.4331, -2.3612], [3.3004, 1.2690, -3.0566], [3.4279, -0.5058, -1.6531], [2.8716, -1.0333, -0.9940], [4.8304, -0.3522, -1.3048], [4.9391, 0.1964, 0.0938], [4.7627, -0.6456, 1.1838], [4.7627, -0.1375, 2.4694], [4.9374, 1.2198, 2.6754], [5.1135, 2.0644, 1.5932], [5.1104, 1.5560, 0.3073], [5.2242, 2.2157, -0.5393], [5.2426, 3.1251, 1.7513], [4.9304, 1.6192, 3.6794], [4.6176, -0.7996, 3.3106], [4.6201, -1.7060, 1.0243], [5.3157, -1.3306, -1.3846], [5.2636, 0.3348, -2.0341], [0.9344, -0.3331, -3.1730], [0.8012, 1.2732, -2.4376], [0.6443, -2.5472, 0.1904], [-0.5954, -5.4839, 1.9351], [0.0289, -3.8152, 2.0176]]
}

[2]
{
  "formula": "C17H17N3O5",
  "method": "the ωB97M-V functional and the def2-TZVPD basis",
  "total_charge": 0,
  "homo_lumo_gap_ev": 8.38,
  "energy_ha": -1198.4569,
  "e_above_lowest_kj_mol": 242.1,
  "e_homo_ev": -7.80,
  "elements": ["C", "C", "N", "N", "C", "O", "C", "N", "C", "O", "C", "C", "H", "O", "C", "C", "C", "C", "C", "C", "O", "H", "H", "H", "H", "H", "H", "H", "H", "H", "H", "C", "C", "C", "C", "O", "H", "H", "H", "H", "H", "H"],
  "positions_angstrom": [[-0.0130, 0.3094, 3.2166], [0.1125, 0.9594, 1.8642], [1.2099, 1.1128, 1.2215], [2.3786, 0.6933, 1.7460], [3.5484, 0.7719, 1.0650], [4.5976, 0.4299, 1.5701], [3.4128, 1.2145, -0.3890], [2.9784, 0.0676, -1.1593], [1.7456, -0.0116, -1.7035], [1.0014, 0.9286, -1.8377], [1.3730, -1.4325, -2.1811], [1.3410, -2.4102, -0.9939], [1.0248, -3.3955, -1.3675], [0.4437, -1.9554, -0.0113], [-0.7685, -1.5610, -0.5375], [-1.8532, -1.4473, 0.3203], [-3.0912, -1.0800, -0.1695], [-3.2528, -0.8242, -1.5215], [-2.1774, -0.9286, -2.3809], [-0.9275, -1.2946, -1.8988], [0.1072, -1.4150, -2.7927], [-2.2759, -0.7294, -3.4356], [-4.2196, -0.5396, -1.9069], [-3.9307, -1.0014, 0.5039], [-1.7045, -1.6639, 1.3662], [2.3123, -2.5081, -0.5055], [2.0804, -1.7702, -2.9459], [3.5484, -0.7598, -1.0761], [2.6439, 1.9817, -0.4887], [4.3816, 1.5687, -0.7493], [2.4283, 0.3221, 2.6958], [-1.0821, 1.4516, 1.2274], [-1.2743, 1.9928, -0.0232], [-2.6452, 2.2998, -0.1100], [-3.1910, 1.9334, 1.0848], [-2.2605, 1.4213, 1.8994], [-4.1930, 1.9895, 1.4631], [-3.1580, 2.7317, -0.9442], [-0.5235, 2.1113, -0.7747], [-1.0491, 0.3157, 3.5380], [0.3361, -0.7226, 3.1656], [0.5852, 0.8434, 3.9564]]
}

[3]
{
  "formula": "H3OPS",
  "method": "the ωB97M-V functional and the def2-TZVPD basis",
  "total_charge": 0,
  "homo_lumo_gap_ev": 9.39,
  "energy_ha": -816.5716,
  "e_above_lowest_kj_mol": 28.3,
  "e_homo_ev": -8.77,
  "elements": ["O", "P", "S", "H", "H", "H"],
  "positions_angstrom": [[-0.9665, 0.8630, -0.5869], [0.1245, 0.3750, 0.5028], [0.2194, -1.5072, -0.3798], [-1.7842, 1.1495, -0.1891], [1.3584, 0.8692, -0.0827], [1.0485, -1.7495, 0.7357]]
}

[4]
{
  "formula": "H5NO",
  "method": "the ωB97M-V functional and the def2-TZVPD basis",
  "total_charge": 0,
  "homo_lumo_gap_ev": 10.92,
  "energy_ha": -132.9845,
  "e_above_lowest_kj_mol": 22.0,
  "e_homo_ev": -10.04,
  "elements": ["N", "H", "H", "H", "H", "H", "O"],
  "positions_angstrom": [[1.6679, -0.0593, 0.1832], [2.3324, -0.3632, -0.5204], [0.8012, 0.0163, -0.3503], [1.5536, -0.9189, 0.7436], [-2.4883, 0.0773, 0.5641], [-2.0948, 0.9884, -0.5611], [-1.7721, 0.2594, -0.0591]]
}

[5]
{
  "formula": "C35H33AsMoN3O3S3",
  "method": "the ωB97M-V functional and the def2-TZVPD basis",
  "total_charge": 0,
  "homo_lumo_gap_ev": [5.83, 5.81],
  "energy_ha": -5242.0603,
  "e_above_lowest_kj_mol": 55.9,
  "e_homo_ev": [-6.60, -6.34],
  "spin_multiplicity": 2,
  "elements": ["Mo", "O", "N", "C", "C", "C", "C", "C", "S", "H", "H", "H", "H", "O", "S", "O", "N", "C", "C", "C", "C", "C", "C", "C", "C", "N", "C", "C", "C", "C", "C", "C", "C", "H", "H", "H", "H", "H", "H", "H", "H", "H", "H", "H", "S", "C", "C", "C", "C", "C", "C", "H", "H", "H", "H", "H", "C", "As", "C", "C", "C", "C", "C", "C", "C", "C", "H", "H", "H", "H", "H", "H", "H", "H", "H", "H", "H", "H", "H"],
  "positions_angstrom": [[0.0598, 0.1886, -0.6490], [-0.0261, 1.4800, 0.9631], [0.9747, 1.6780, 1.8298], [0.8587, 2.7248, 2.6682], [1.8547, 3.0330, 3.5507], [3.0011, 2.2361, 3.5714], [3.0882, 1.1587, 2.7266], [2.0550, 0.8621, 1.8299], [2.1272, -0.4428, 0.7170], [-0.0607, 3.2792, 2.5599], [1.7400, 3.8890, 4.1985], [3.8198, 2.4735, 4.2385], [3.9644, 0.5279, 2.7029], [2.3006, 2.7666, -0.4415], [2.2164, 2.5076, -1.8518], [1.8908, 3.6312, -2.6879], [1.1881, 1.2543, -2.0737], [1.0635, 0.7688, -3.3847], [1.5080, 1.3584, -4.5633], [1.3101, 0.7267, -5.7982], [0.6785, -0.4820, -5.8998], [0.2258, -1.1255, -4.7350], [-0.4328, -2.3762, -4.7503], [-0.7981, -2.9485, -3.5695], [-0.5442, -2.2794, -2.3691], [0.0278, -1.0858, -2.2992], [0.4321, -0.5050, -3.4811], [3.7983, 1.9014, -2.4165], [4.6374, 2.7820, -3.0843], [5.8576, 2.3278, -3.5624], [6.2218, 1.0003, -3.3822], [5.3732, 0.1262, -2.7148], [4.1546, 0.5738, -2.2275], [1.9762, 2.3273, -4.5309], [1.6596, 1.2255, -6.6940], [0.5108, -0.9565, -6.8598], [-0.6406, -2.8586, -5.6979], [-1.2930, -3.9095, -3.5424], [-0.8190, -2.7360, -1.4315], [4.3150, 3.8054, -3.2300], [6.5184, 3.0064, -4.0874], [7.1707, 0.6450, -3.7647], [5.6561, -0.9109, -2.5804], [3.4874, -0.0958, -1.7033], [-1.8495, 1.3225, -1.6144], [-3.0359, 1.4815, -0.3030], [-4.1575, 0.6530, -0.2645], [-5.0885, 0.7684, 0.7606], [-4.9227, 1.7287, 1.7502], [-3.8298, 2.5852, 1.6949], [-2.8936, 2.4670, 0.6772], [-4.2946, -0.0676, -1.0620], [-5.9524, 0.1135, 0.7792], [-5.6459, 1.8179, 2.5520], [-3.7143, 3.3568, 2.4484], [-2.0426, 3.1314, 0.6236], [-2.8192, -2.4464, 0.4191], [-1.2506, -1.3722, 0.8970], [-0.1519, -2.8627, 1.5331], [-1.8664, -0.5535, 2.5890], [-2.1302, -1.5235, 3.6961], [-3.4120, -2.0235, 3.9159], [-3.6568, -2.9413, 4.9285], [-2.6209, -3.3705, 5.7457], [-1.3424, -2.8626, 5.5517], [-1.1024, -1.9463, 4.5397], [-3.4846, -2.5163, 1.2764], [-2.4929, -3.4494, 0.1499], [-3.3546, -2.0032, -0.4144], [-0.7657, -3.6286, 2.0026], [0.5831, -2.4924, 2.2404], [0.3890, -3.2884, 0.6870], [-2.7653, 0.0010, 2.3224], [-1.0959, 0.1642, 2.8631], [-4.2333, -1.6729, 3.2988], [-4.6608, -3.3170, 5.0832], [-2.8109, -4.0853, 6.5367], [-0.5304, -3.1813, 6.1947], [-0.1056, -1.5396, 4.4087]]
}

[6]
{
  "formula": "C37H55As2N2O8PtSbSe",
  "method": "the ωB97M-V functional and the def2-TZVPD basis",
  "total_charge": 0,
  "homo_lumo_gap_ev": 6.46,
  "energy_ha": -9386.7833,
  "e_homo_ev": -6.86,
  "elements": ["Pt", "C", "N", "C", "C", "C", "C", "C", "C", "C", "C", "H", "H", "H", "H", "H", "H", "H", "H", "H", "H", "H", "H", "C", "O", "C", "O", "C", "C", "As", "C", "C", "C", "As", "C", "C", "O", "O", "C", "C", "O", "O", "C", "C", "O", "O", "C", "H", "H", "H", "H", "H", "H", "H", "H", "H", "H", "H", "H", "H", "H", "H", "H", "H", "H", "C", "C", "C", "Sb", "C", "C", "C", "C", "C", "C", "H", "H", "H", "H", "H", "H", "H", "H", "H", "H", "H", "H", "H", "H", "H", "H", "H", "H", "H", "H", "H", "Se", "C", "C", "C", "N", "C", "C", "H", "H", "H", "H"],
  "positions_angstrom": [[0.0767, -1.0425, -0.0443], [1.5960, -1.2138, 2.6193], [0.2456, -1.3960, 2.1066], [-0.6455, -0.5311, 2.8823], [-0.1733, -2.7899, 2.3074], [-1.4220, -3.0069, 1.5435], [-2.4053, -3.9042, 1.9383], [-3.4553, -4.2032, 1.0811], [-3.4876, -3.6067, -0.1737], [-2.5054, -2.6907, -0.5436], [-1.4639, -2.3477, 0.3196], [1.6434, -1.4882, 3.6808], [1.8819, -0.1701, 2.5182], [2.2853, -1.8454, 2.0638], [-0.6141, -0.7946, 3.9476], [-1.6646, -0.6314, 2.5235], [-0.3159, 0.4896, 2.7688], [-0.2727, -3.0130, 3.3776], [0.5984, -3.4490, 1.9014], [-2.3421, -4.3781, 2.9130], [-4.2223, -4.9058, 1.3823], [-4.2808, -3.8515, -0.8708], [-2.5471, -2.2589, -1.5355], [0.3768, 4.8836, 3.5046], [-0.7585, 4.2367, 2.9130], [-0.5353, 3.1652, 2.1543], [0.5511, 2.8556, 1.7238], [-1.7826, 2.4322, 1.7748], [-2.8098, 2.3256, 2.6171], [-4.6537, 1.8017, 2.2154], [-4.5788, 0.0148, 3.0455], [-4.4667, 1.2095, 0.3506], [-3.3510, 0.9794, -0.3425], [-1.4731, 1.4276, 0.1113], [-1.3518, 3.0043, -1.0527], [-3.3671, 0.3790, -1.7178], [-2.4845, 0.6383, -2.4999], [-4.3648, -0.4550, -1.9662], [-4.4493, -0.9904, -3.2946], [-5.8482, 1.1044, -0.2487], [-6.2035, 1.5477, -1.3037], [-6.6900, 0.5459, 0.6463], [-8.0747, 0.4796, 0.2730], [-2.6376, 2.6809, 4.0679], [-1.7062, 2.3390, 4.7505], [-3.7069, 3.3312, 4.5514], [-3.6150, 3.7688, 5.9161], [0.3500, 4.6790, 4.5738], [0.2775, 5.9505, 3.3267], [1.3005, 4.5125, 3.0711], [-4.2169, 0.1319, 4.0683], [-3.9089, -0.6398, 2.4900], [-5.5767, -0.4150, 3.0599], [-2.2457, 3.6123, -0.9274], [-1.2569, 2.6858, -2.0847], [-0.4718, 3.5750, -0.7566], [-4.8063, -2.0111, -3.1947], [-3.4771, -0.9712, -3.7793], [-5.1644, -0.3958, -3.8616], [-8.6435, 0.5086, 1.1975], [-8.2651, -0.4531, -0.2548], [-8.3354, 1.3178, -0.3666], [-4.6270, 4.0071, 6.2252], [-2.9842, 4.6546, 5.9721], [-3.1909, 2.9900, 6.5430], [3.8539, 1.6313, 1.5556], [4.0350, 0.1801, 1.1049], [5.4982, -0.1009, 0.7716], [2.6046, -0.2417, -0.4978], [3.3088, -2.1541, -1.2819], [4.7274, -2.2528, -1.8395], [3.0700, -3.1834, -0.1775], [3.2404, 1.3399, -1.8492], [2.0678, 1.7482, -2.7242], [4.4708, 1.0330, -2.6946], [4.4059, 1.8070, 2.4852], [2.8103, 1.8933, 1.7236], [4.2547, 2.3196, 0.8063], [3.7422, -0.4770, 1.9134], [5.8262, 0.4496, -0.1130], [5.6860, -1.1600, 0.6075], [6.1289, 0.2193, 1.6083], [2.5982, -2.3420, -2.0850], [5.4882, -1.9860, -1.1086], [4.8658, -1.6215, -2.7151], [4.9207, -3.2861, -2.1487], [3.7294, -3.0100, 0.6817], [3.2668, -4.1931, -0.5499], [2.0330, -3.1508, 0.1646], [3.4649, 2.1597, -1.1610], [1.8478, 0.9697, -3.4442], [2.3002, 2.6618, -3.2835], [1.1641, 1.9284, -2.1369], [4.2397, 0.2874, -3.4571], [5.3143, 0.6727, -2.1061], [4.7895, 1.9423, -3.2134], [-0.0905, -1.9789, -2.4653], [0.2691, -1.0003, -4.0659], [-0.4144, 0.1508, -4.4498], [-0.1154, 0.7316, -5.6722], [0.7948, 0.2545, -6.5242], [1.4324, -0.8559, -6.1539], [1.2095, -1.5145, -4.9525], [-1.1669, 0.5775, -3.8005], [-0.6297, 1.6341, -5.9902], [2.1682, -1.2370, -6.8551], [1.7578, -2.4151, -4.7075]]
}

no.,largest force on an atom (eV/Å)
1,0.901
2,1.531
3,2.398
4,1.144
5,1.577
6,1.110